Record 1
C8H18BrN4O4P | the ωB97M-V functional and the def2-TZVPD basis

Summary:
HOMO energy: -4.11 eV
Total charge: 0
Gap between HOMO and LUMO: 1.8 eV

Last column: natural (NBO) charge in e.
CARTESIAN COORDINATES (ANGSTROEM)
C 2.96 -3.82 -0.35  -0.63
C 2.25 -2.66 0.41  -0.06
O 1.96 -1.65 -0.59  -0.82
P 1.02 -0.43 -0.02  2.38
O 0.89 -0.53 1.45  -1.12
C -0.59 -0.63 -0.89  -0.80
C -1.48 0.63 -0.75  -0.47
C -2.93 0.31 -0.41  0.49
N -3.39 -0.82 0.08  -0.47
C -4.74 -0.55 0.23  0.55
N -5.56 -1.46 0.75  -0.66
Br -4.87 -3.09 1.31  0.36
N -5.01 0.68 -0.20  -0.36
N -3.85 1.26 -0.61  -0.36
O 1.71 0.94 -0.46  -0.82
C 2.70 1.43 0.49  -0.08
C 3.41 2.64 -0.20  -0.67
H 3.99 -3.52 -0.61  0.22
H 2.41 -4.02 -1.28  0.21
H 2.92 -4.72 0.28  0.21
H 2.95 -2.21 1.13  0.20
H 1.36 -3.05 0.92  0.18
H -1.06 -1.53 -0.45  0.27
H -0.34 -0.89 -1.93  0.26
H -1.43 1.29 -1.63  0.25
H -1.09 1.20 0.13  0.29
H -6.54 -1.22 0.85  0.43
H -5.93 1.10 -0.20  0.44
H -3.75 2.21 -0.97  0.46
H 3.46 0.68 0.77  0.17
H 2.25 1.83 1.41  0.21
H 3.08 3.59 0.26  0.33
H 4.50 2.59 -0.09  0.20
H 3.17 2.66 -1.28  0.20
O 2.75 5.49 0.94  -1.38
H 2.82 6.27 1.51  0.40

Record 2
C24H34N8O2Re | the ωB97M-V functional and the def2-TZVPD basis

Summary:
HOMO energy (spin up / spin down): -13.03 / -13.02 eV
Total charge: +2
2S+1: 2
Gap between HOMO and LUMO (spin up / spin down): 4.9 / 5.0 eV

Last column: Löwdin spin population.
CARTESIAN COORDINATES (ANGSTROEM)
Re 0.18 0.03 0.49  0.87
O 1.72 4.81 0.57  0.00
C 0.82 5.24 -0.32  0.00
C 0.86 6.58 -0.71  0.00
C -0.05 7.05 -1.64  0.00
C -1.00 6.19 -2.20  0.00
C -1.07 4.88 -1.79  0.00
C -0.17 4.38 -0.85  0.00
C -0.27 3.01 -0.36  -0.01
O 0.68 2.48 0.30  -0.01
N -1.41 2.35 -0.56  -0.03
N -1.51 1.18 -0.01  -0.02
C -2.67 0.69 0.35  0.07
C -2.65 -0.47 1.17  0.00
C -3.80 -1.14 1.62  0.01
C -3.69 -2.21 2.48  0.00
C -2.42 -2.59 2.90  0.01
C -1.32 -1.89 2.44  0.01
N -1.41 -0.87 1.58  0.01
H 1.57 3.85 0.70  0.00
H 1.60 7.23 -0.28  0.00
H -0.02 8.08 -1.95  0.00
H -1.68 6.56 -2.95  0.00
H -1.81 4.20 -2.20  0.00
H -3.58 1.23 0.13  0.00
H -4.77 -0.81 1.26  0.00
H -4.57 -2.73 2.82  0.00
H -2.29 -3.42 3.58  0.00
H -0.32 -2.17 2.74  0.00
N 1.84 0.47 -1.11  0.00
C 3.12 0.90 -0.51  0.00
C 3.51 -0.11 0.57  0.00
N 2.39 -0.26 1.52  0.02
H 2.01 -0.35 -1.69  0.00
H 1.51 1.20 -1.75  0.00
H 2.97 1.88 -0.06  0.00
H 3.91 0.98 -1.26  0.00
H 4.43 0.23 1.07  0.00
H 3.71 -1.08 0.12  0.00
H 2.39 0.55 2.14  0.00
H 2.57 -1.06 2.12  0.00
N -1.45 1.99 2.81  0.00
N -0.15 1.40 2.80  0.00
H -1.52 2.80 3.42  0.00
H -2.14 1.30 3.11  0.00
H 0.09 0.96 3.70  0.00
H 0.51 2.15 2.62  0.00
C 1.72 -5.37 -1.21  0.00
N 1.90 -4.00 -0.85  0.00
C 2.43 -3.13 -1.87  0.00
C 1.01 -3.39 0.10  0.01
C -0.28 -2.93 -0.56  0.01
C -1.12 -3.92 -1.06  0.00
C -2.18 -3.60 -1.88  0.01
C -2.39 -2.28 -2.24  0.00
C -1.60 -1.29 -1.68  0.01
C -0.55 -1.57 -0.79  0.00
H 2.67 -5.77 -1.57  0.00
H 0.98 -5.51 -2.00  0.00
H 1.42 -5.95 -0.34  0.00
H 2.90 -3.72 -2.65  0.00
H 3.19 -2.47 -1.43  0.00
H 1.64 -2.52 -2.33  0.00
H 1.51 -2.53 0.55  0.01
H 0.79 -4.13 0.88  0.00
H -0.92 -4.95 -0.80  0.00
H -2.82 -4.39 -2.26  0.00
H -3.17 -2.02 -2.93  0.00
H -1.80 -0.27 -1.98  0.00

Record 3
C34H34BBaN14O2S | the ωB97M-V functional and the def2-TZVPD basis

Summary:
HOMO energy (spin up / spin down): -6.76 / -6.75 eV
Total charge: 0
Energy relative to the best compared isomer or geometry (same formula, charge and spin): 0.2782 eV
2S+1: 2
Gap between HOMO and LUMO (spin up / spin down): 6.8 / 3.9 eV

Last column: Löwdin spin population.
CARTESIAN COORDINATES (ANGSTROEM)
Ba -0.48 -0.13 0.25  0.00
C 0.49 -4.78 -1.19  0.00
C 0.78 -3.55 -0.60  0.00
N -0.19 -2.68 -0.82  0.00
N -1.13 -3.32 -1.57  0.00
C -0.73 -4.59 -1.79  0.00
B -2.43 -2.54 -1.87  0.00
N -3.25 -2.36 -0.56  0.00
C -4.35 -3.04 -0.17  0.00
C -4.68 -2.65 1.11  0.00
C -3.70 -1.70 1.44  0.00
N -2.85 -1.55 0.44  0.00
N -2.14 -1.16 -2.56  0.00
C -1.99 -1.03 -3.90  0.00
C -1.90 0.31 -4.21  0.00
C -2.00 0.95 -2.98  0.00
N -2.15 0.07 -1.99  0.00
N -3.34 -3.28 -2.86  0.00
C -4.54 -2.81 -3.28  0.00
C -5.02 -3.66 -4.24  0.00
C -4.03 -4.65 -4.34  0.00
N -3.03 -4.41 -3.52  0.00
H 1.09 -5.68 -1.19  0.00
H 1.65 -3.24 -0.02  0.00
H -1.35 -5.24 -2.38  0.00
H -4.82 -3.75 -0.83  0.00
H -5.51 -2.98 1.71  0.00
H -3.57 -1.10 2.32  0.00
H -2.00 -1.91 -4.52  0.00
H -1.80 0.75 -5.19  0.00
H -1.98 2.01 -2.75  0.00
H -4.94 -1.89 -2.87  0.00
H -5.95 -3.58 -4.78  0.00
H -4.00 -5.52 -4.98  0.00
O -1.51 0.95 2.46  0.00
N -1.18 1.17 3.68  0.00
C -1.35 0.18 4.60  0.00
C -0.97 0.33 5.91  0.00
C -0.41 1.56 6.30  0.00
C -0.26 2.55 5.38  0.00
C -0.65 2.39 4.02  0.00
S -0.46 3.60 2.89  0.00
H -1.79 -0.70 4.17  0.00
H -1.13 -0.49 6.60  0.00
H -0.09 1.73 7.33  0.00
H 0.17 3.51 5.64  0.00
C 3.55 0.92 0.22  0.02
N 2.55 0.20 1.00  0.20
C 2.99 -0.53 1.96  -0.02
C 2.10 -1.36 2.70  0.26
C 2.42 -2.25 3.74  0.07
C 1.27 -2.96 4.02  0.17
C 0.29 -2.46 3.12  0.26
N 0.79 -1.50 2.35  0.00
C 3.76 2.35 0.65  0.01
C 4.86 3.05 0.15  0.00
C 5.08 4.37 0.49  0.00
C 4.21 5.02 1.35  0.00
C 3.12 4.34 1.86  0.00
C 2.89 3.01 1.51  0.00
H 3.20 0.89 -0.81  0.00
H 4.51 0.39 0.24  0.00
H 4.05 -0.60 2.22  0.00
H 3.40 -2.34 4.20  0.00
H 1.09 -3.74 4.75  0.01
H -0.73 -2.80 3.02  0.01
H 5.55 2.54 -0.51  0.00
H 5.94 4.90 0.09  0.00
H 4.39 6.06 1.63  0.00
H 2.44 4.81 2.57  0.00
H 2.03 2.51 1.94  0.00
C 2.05 1.13 -4.24  0.00
N 1.63 2.01 -3.16  0.00
C 1.64 3.36 -3.29  0.00
C 1.17 4.17 -2.30  0.00
C 0.63 3.53 -1.14  0.00
N 0.64 2.22 -1.00  0.00
C 1.12 1.42 -1.99  0.00
O 1.11 0.20 -1.88  0.00
N 0.10 4.26 -0.15  0.00
H 2.58 1.71 -4.98  0.00
H 1.17 0.65 -4.68  0.00
H 2.70 0.35 -3.84  0.00
H 2.05 3.75 -4.21  0.00
H 1.19 5.24 -2.41  0.00
H 0.14 5.26 -0.18  0.00
H -0.19 3.83 0.71  0.00